*P*
{
  "formula": "C5H7NO",
  "method": "ωB97M-V/def2-TZVPD",
  "smiles": "C1[C@@H]2N[C@@H]2[C@H]2O[C@@H]12",
  "homo_energy_ev": -9.83,
  "lumo_ev": 1.07,
  "elements": ["C", "C", "N", "C", "C", "O", "C", "H", "H", "H", "H", "H", "H", "H"],
  "positions_angstrom": [[0.226, -0.255, -1.237], [1.066, -0.541, -0.011], [0.505, -1.390, 1.097], [0.438, 0.054, 1.203], [-0.766, 0.813, 0.725], [-0.444, 1.861, -0.190], [-0.891, 0.620, -0.725], [-0.229, -1.167, -1.691], [0.841, 0.193, -2.018], [2.133, -0.671, -0.042], [-0.420, -1.747, 0.773], [1.052, 0.487, 1.959], [-1.649, 0.946, 1.371], [-1.862, 0.797, -1.215]],
  "nbo_charge": [-0.4527, -0.0780, -0.5597, -0.1129, 0.0305, -0.4836, 0.0463, 0.2134, 0.2336, 0.2141, 0.3392, 0.2071, 0.1984, 0.2042]
}

*Q*
{
  "formula": "C5H7NO",
  "method": "ωB97M-V/def2-TZVPD",
  "homo_energy_ev": -7.41,
  "lumo_ev": 0.12,
  "elements": ["C", "C", "C", "N", "C", "O", "C", "H", "H", "H", "H", "H", "H", "H"],
  "positions_angstrom": [[-1.716, 0.547, -0.453], [-0.543, -0.058, 0.333], [0.566, 0.907, 0.598], [1.691, 0.359, 0.337], [1.532, -1.122, -0.245], [2.568, -1.717, -0.484], [0.163, -1.225, -0.279], [-1.414, 0.824, -1.468], [-2.135, 1.429, 0.047], [-2.512, -0.199, -0.534], [0.465, 1.927, 0.963], [2.605, 0.780, 0.476], [-0.915, -0.304, 1.352], [-0.355, -2.135, -0.545]],
  "nbo_charge": [-0.5915, -0.3057, 0.2349, -0.4814, 0.5700, -0.6595, -0.5128, 0.2184, 0.2031, 0.2238, 0.2077, 0.4199, 0.2425, 0.2306]
}

*R*
{
  "formula": "C5H7NO",
  "method": "ωB97M-V/def2-TZVPD",
  "homo_energy_ev": -9.08,
  "lumo_ev": 0.31,
  "elements": ["O", "C", "C", "N", "C", "C", "C", "H", "H", "H", "H", "H", "H", "H"],
  "positions_angstrom": [[2.051, 1.035, 1.062], [1.091, 0.614, 0.461], [0.275, 1.245, -0.626], [-0.866, 0.529, -0.822], [-0.409, -0.809, -0.629], [0.334, -0.688, 0.680], [-1.079, -0.273, 0.971], [1.006, 0.234, -1.635], [0.281, 2.320, -0.780], [0.719, -0.685, -1.610], [-1.083, -1.628, -0.864], [0.809, -1.520, 1.191], [-1.799, -1.058, 1.187], [-1.329, 0.684, 1.415]],
  "nbo_charge": [-0.5333, 0.5434, -0.2655, -0.3503, -0.1072, -0.4009, -0.1907, 0.0902, 0.2326, 0.0184, 0.2483, 0.2591, 0.2218, 0.2340]
}

*S*
{
  "formula": "C5H7NO",
  "method": "ωB97M-V/def2-TZVPD",
  "homo_energy_ev": -9.42,
  "lumo_ev": 0.92,
  "elements": ["N", "C", "O", "C", "C", "C", "C", "H", "H", "H", "H", "H", "H", "H"],
  "positions_angstrom": [[-0.260, 0.002, 2.339], [0.164, 0.625, 1.338], [1.414, 0.938, 0.921], [0.867, 0.801, -0.529], [0.683, -0.700, -0.906], [-0.834, -0.643, -0.526], [-0.578, 0.814, -0.092], [-1.037, -0.526, 1.902], [1.386, 1.540, -1.128], [1.245, -1.314, -0.206], [0.929, -0.994, -1.931], [-1.094, -1.268, 0.364], [-1.588, -0.907, -1.276], [-1.299, 1.631, -0.271]],
  "nbo_charge": [-0.6937, 0.6041, -0.4955, 0.0887, -0.4313, -0.4049, -0.3422, 0.3486, 0.2112, 0.2346, 0.2284, 0.1926, 0.2212, 0.2384]
}

The energy of each structure relative to the most stable one, in eV, is as follows: *P* 0.795; *Q* 0.000; *R* 4.848; *S* 1.503.